Entry A
8
Properties=species:S:1:pos:R:3 method="wB97M-V/def2-TZVPD" orbital_gap_ev=9.52
O 1.1509 1.4011 0.0898
C -1.3563 0.5462 0.0087
C -1.2470 -0.6667 -0.0512
N 0.7797 -0.9512 -0.0400
C 1.2895 0.2013 0.0282
H -1.4141 1.6117 0.0620
H -1.4856 -1.7078 -0.1062
H 2.2829 -0.4346 0.0086



Entry B
8
Properties=species:S:1:pos:R:3 method="wB97M-V/def2-TZVPD" orbital_gap_ev=8.43
C 0.2352 -0.3418 0.3470
C -0.9160 1.5440 -0.8001
C 0.9653 -1.4960 0.8473
N -0.2713 0.5938 -0.2011
O 1.6451 -1.6401 1.7989
H -1.2625 1.1112 -1.7076
H -1.0599 2.4953 -0.3028
H 0.6640 -2.2664 0.0184



entry B is favored, and the nearest alternative lies 0.0678 hartree above it.



Entry A
22
Properties=species:S:1:pos:R:3 method="wB97M-V/def2-TZVPD" orbital_gap_ev=9.39 smiles=CN1CCC[C@H]1CN
C -1.6151 -0.2001 1.6100
N -0.3727 0.0149 0.9223
C 0.1052 1.4134 0.9150
C 0.4062 1.8037 -0.5401
C -0.0097 0.6233 -1.4399
C -0.3852 -0.5153 -0.4215
C 0.4637 -1.7766 -0.5551
N 1.8909 -1.4376 -0.6244
H -1.5147 0.1261 2.6461
H -1.8929 -1.2478 1.5924
H -2.4708 0.3404 1.1641
H 1.0407 1.4635 1.4543
H -0.6760 2.0477 1.3085
H 1.4706 2.0000 -0.6293
H -0.1511 2.6978 -0.8169
H -0.8919 0.8900 -2.0137
H 0.7940 0.2019 -2.0323
H -1.3890 -0.7831 -0.7903
H 0.2872 -2.2894 -1.5031
H 0.2214 -2.3744 0.3036
H 2.2072 -0.7462 0.0382
H 2.4821 -2.2522 -0.5877



Entry B
22
Properties=species:S:1:pos:R:3 method="wB97M-V/def2-TZVPD" orbital_gap_ev=9.30 smiles=CN1CCC[C@H]1CN
C -1.7441 -0.2648 1.3304
N -0.4367 -0.1096 0.7239
C 0.2817 1.1018 1.1817
C 0.8597 1.8956 0.0250
C 0.6702 0.9667 -1.1639
C -0.3786 -0.1043 -0.7904
C 0.0456 -1.5249 -1.2888
N 1.0199 -2.1535 -0.3563
H -1.5152 -0.2296 2.3867
H -2.1503 -1.2779 1.1597
H -2.4615 0.5256 1.0640
H 1.0462 0.6986 1.8545
H -0.3860 1.8002 1.7440
H 1.9208 2.0865 0.1993
H 0.4455 2.9043 -0.0692
H 0.4899 1.2823 -2.1911
H 1.5834 0.4031 -1.3683
H -1.3588 0.0791 -1.2357
H 0.5170 -1.4979 -2.2642
H -0.7154 -2.3199 -1.3225
H 1.7145 -1.5511 0.0439
H 0.5522 -2.7101 0.3372



entry A is favored, and the nearest alternative lies 0.0144 hartree above it.



Entry A
22
Properties=species:S:1:pos:R:3 method="wB97M-V/def2-TZVPD" orbital_gap_ev=7.90
C -0.8220 1.1208 0.5257
N -1.7166 0.0974 1.0569
C -0.9807 -1.1315 1.3455
N -1.7047 -1.9619 2.3072
C -0.2090 0.8945 -0.8728
C 1.1567 1.5189 -1.0621
C 2.2190 0.6800 -1.2692
C 2.2814 -0.4756 -2.2454
H -1.3126 2.0697 0.4983
H 0.0066 1.2191 1.2259
H -2.3707 -0.1450 0.3250
H -0.8646 -1.7996 0.4843
H 0.0236 -0.8807 1.6764
H -2.1354 -2.7327 1.8205
H -1.1937 -2.3222 3.0911
H -0.9474 1.1840 -1.6278
H -0.0319 -0.1776 -0.9869
H 1.2258 2.5103 -1.4911
H 1.9585 -0.6730 -1.1473
H 3.2142 1.0150 -0.9654
H 3.2079 -0.9158 -2.5662
H 1.4087 -0.5558 -2.8676



Entry B
22
Properties=species:S:1:pos:R:3 method="wB97M-V/def2-TZVPD" orbital_gap_ev="7.96 / 6.20"
C 0.3250 0.1260 -0.0288
C -0.4738 -0.9014 -0.3721
C -2.1437 0.9897 -0.3478
C 1.1255 0.8738 -1.0475
C 0.5026 0.5480 1.3951
N -2.8536 0.9820 0.8438
C 1.8718 -2.1891 -0.0405
N 2.8025 -2.3119 -0.8784
H -2.3962 1.4050 1.6383
H -3.3071 0.1141 1.0893
H 2.7809 -1.6047 -1.6240
H -0.5585 -1.2266 -1.3986
H -1.0106 -1.4695 0.3745
H 1.8550 -2.9412 0.7765
H -1.6299 1.9132 -0.5792
H -2.6276 0.5002 -1.1826
H 0.8826 0.5684 -2.0649
H 1.5429 0.3957 1.6923
H 0.9709 1.9527 -0.9569
H 2.1887 0.6835 -0.8744
H -0.1315 -0.0226 2.0731
H 0.2840 1.6147 1.5126



entry A is favored, and the nearest alternative lies 0.0238 hartree above it.